#one
ORCA calculation (ωB97M-V/def2-TZVPD) on a 2-piece molecular cluster, C2H2Cl2O2 overall.

Geometry as XYZ:
```
8
Properties=species:S:1:pos:R:3
C -2.31 -0.32 -0.29
C 0.45 -0.69 0.61
O -1.90 0.11 -1.30
O -1.76 -0.49 0.78
Cl -4.17 -0.59 0.02
Cl 0.73 -1.67 -0.66
H 0.57 0.43 0.58
H 0.54 -1.10 1.48
```

Properties
E_HOMO (alpha / beta) in eV: -9.985 / -9.984
Charge: 0
Gap between HOMO and LUMO (alpha / beta) in eV: 7.631 / 7.630

#two
ORCA calculation (ωB97M-V/def2-TZVPD) on C2H2Cl2O2 as an isolated structure.

Geometry as XYZ:
```
8
Properties=species:S:1:pos:R:3
C -0.77 0.96 0.28
C 1.51 0.60 -0.24
O -1.88 -1.32 -0.17
O -1.00 -0.10 0.65
Cl 2.88 1.15 0.62
Cl 1.49 -1.08 -0.30
H -1.21 1.65 -0.51
H -1.02 -1.86 -0.33
```

Properties
E_HOMO (alpha / beta) in eV: -8.266 / -9.418
Charge: 0
Gap between HOMO and LUMO (alpha / beta) in eV: 6.697 / 8.016

The structures above, arranged from the most stable to the least stable: #one, #two.